Molecular formula: C33H49AlCl3N2O3PSi
Method: DFT, the ωB97M-V functional and the def2-TZVPD basis

Values from the calculation:
HOMO level   -7.428 eV
Frontier orbital gap   7.7 eV
Relative energy (zero: lowest compared OMol25 entry of this formula, charge and spin)   0.0 kcal per mole
DFT total energy   -105478.77226 eV

Geometry as ORCA input:
```
! wB97M-V def2-TZVPD RIJCOSX def2/J DEFGRID3
* xyz 0 1
Cl 0.41 -5.33 -2.62
Cl -0.04 -2.44 -0.50
Cl 2.24 -0.36 0.46
P 0.15 -0.91 2.69
Si 0.35 -6.33 -0.80
Al 0.18 -0.24 -0.29
O -1.75 -0.22 -0.23
O -0.09 1.54 0.49
O 0.32 0.35 -2.00
N -2.71 0.11 -2.28
N 0.22 3.74 0.98
C 1.00 5.32 -2.53
C -1.07 2.37 4.80
C 1.09 0.47 -4.18
C 1.54 -0.96 -4.27
C -2.32 -3.77 4.48
C -0.64 -4.85 3.10
C -2.19 0.58 2.98
C 0.37 0.69 -6.57
C 0.58 1.19 -5.18
C 1.65 -5.42 0.20
C -2.30 -1.18 -2.84
C -0.08 -3.60 2.81
C 2.23 4.67 -2.48
C -0.66 -2.43 3.31
C -2.46 0.47 -1.02
C 1.24 1.03 -2.78
C 0.68 2.54 0.64
C -1.77 -2.52 4.18
C -0.84 0.44 3.38
C -2.43 2.45 4.49
C 2.29 3.27 -2.48
C -2.97 1.58 3.54
C 1.09 4.90 1.06
C -0.27 1.38 4.24
C -1.46 -6.39 -0.31
C -1.76 -4.93 3.93
C 1.11 2.55 -2.63
C -0.18 4.58 -2.59
C 1.70 -0.85 3.65
C -1.19 3.97 1.29
C -0.13 3.19 -2.63
C 0.87 -8.17 -0.83
C -3.36 1.07 -3.17
H 1.33 -1.36 -5.27
H 0.48 -0.39 -6.68
H -2.88 1.43 -0.68
H -1.38 -1.06 -3.42
H 1.61 -5.65 1.27
H 0.79 -3.53 2.16
H -3.87 1.81 -2.55
H 1.05 5.32 2.07
H 0.76 5.68 0.35
H -1.98 -5.50 -0.66
H 2.23 0.09 3.39
H -0.62 3.08 5.51
H 3.23 2.72 -2.43
H 2.32 -1.70 3.35
H -1.94 -7.27 -0.78
H -2.21 -5.91 4.14
H 1.06 1.18 -7.28
H 0.78 1.32 4.48
H 0.94 6.40 -2.55
H 0.84 -8.55 0.20
H 1.48 -0.89 4.72
H -4.08 0.53 -3.80
H -2.61 -0.11 2.25
H -1.03 2.56 -2.68
H -1.76 3.06 1.16
H 1.53 -4.34 0.05
H -3.10 -1.51 -3.52
H -1.57 4.76 0.61
H 2.25 0.75 -2.45
H -1.59 -6.49 0.77
H -2.21 -1.62 4.60
H 2.12 4.62 0.82
H 1.77 2.45 0.50
H -0.18 -5.74 2.68
H -3.18 -3.85 5.15
H -2.14 -1.90 -2.05
H 0.19 -8.80 -1.43
H 2.63 -1.02 -4.08
H 1.89 -8.32 -1.21
H -2.63 1.57 -3.81
H -0.64 0.95 -6.88
H -3.06 3.19 4.98
H 0.32 2.24 -5.01
H -1.16 5.06 -2.64
H -4.02 1.67 3.25
H 3.16 5.24 -2.45
H 1.04 -1.61 -3.53
H 2.65 -5.71 -0.17
H -1.25 4.33 2.33
*
```